{"formula": "C4H7ClS", "method": "ωB97M-V/def2-TZVPD", "total_energy_ha": -1014.94436, "smiles": "SC1(CCl)CC1", "lumo_ev": 0.81, "species": ["C", "C", "C", "C", "H", "H", "H", "H", "H", "H", "H", "S", "Cl"], "positions_angstrom": [[0.188, -0.300, -0.086], [-0.969, -1.263, 0.179], [0.111, 1.024, -0.793], [0.260, 1.000, 0.649], [2.569, -0.156, -0.214], [-0.911, -2.152, -0.405], [-1.083, -1.511, 1.299], [0.988, 1.291, -1.401], [-0.799, 1.385, -1.285], [1.124, 1.324, 1.216], [-0.627, 1.202, 1.277], [1.761, -1.214, -0.213], [-2.613, -0.629, -0.224]]}


{"formula": "C3H3FO2", "method": "ωB97M-V/def2-TZVPD", "total_energy_ha": -366.40829, "lumo_ev": 0.35, "species": ["C", "C", "C", "O", "O", "F", "H", "H", "H"], "positions_angstrom": [[-0.627, 0.087, 0.476], [0.485, 1.462, -0.414], [-0.033, -1.224, 0.199], [-1.630, 0.426, 0.978], [1.272, 1.140, -1.207], [0.212, 2.725, -0.149], [-0.137, -1.982, 0.894], [0.952, -0.894, -0.095], [-0.494, -1.739, -0.683]]}


Number 1: HOMO-LUMO gap 9.78 eV. Number 2: HOMO-LUMO gap 10.13 eV.